1.
Here is C3H2NOS2 as an isolated structure from the Open Molecules 2025 dataset. Energies are from wB97M-V/def2-TZVPD.

Element x y z (Å)
N1 0.71905 -0.50107 -0.18932
H1 1.27318 0.59452 1.39429
C1 -1.45308 0.49175 -0.25661
H2 -0.84142 -1.54763 -1.01673
S1 3.12640 0.30974 0.06226
C2 1.55816 0.08792 0.55643
S2 -2.55714 -0.56639 0.37197
C3 -0.46502 -0.57368 -0.68990
O1 -1.36012 1.70483 -0.23239

Results
Max |F|, eV Å⁻¹: 3.29
Net charge: -1
Energy, eV: -28351.424
E_HOMO, eV: -4.34
HOMO-LUMO gap, eV: 7.619
ΔE to the lowest compared entry with this formula, charge and spin, kJ/mol: 233.7

Atom charges from the Mulliken analysis, given in e for atoms 1 to 6:
1 N -0.205
2 H 0.375
3 C 0.470
4 H 0.345
5 S -0.444
6 C -0.211

---

2.
Here is a 2-piece molecular cluster, C3H2NS3 overall from the Open Molecules 2025 dataset. Energies are from wB97M-V/def2-TZVPD.

Element x y z (Å)
H1 0.17132 -0.17838 -0.09237
H2 2.00261 -0.56266 -1.34179
S1 -0.54031 2.49305 1.10977
S2 -1.53816 -1.98044 1.81171
C1 -1.78900 -1.31847 0.40277
C2 0.57975 1.58378 0.44985
N1 2.17158 0.35495 -0.96907
C3 1.08174 0.56239 -0.28157
S3 -2.13953 -0.95422 -1.08930

Results
Max |F|, eV Å⁻¹: 3.05
Net charge: -1
Energy, eV: -37136.984
E_HOMO, eV: -1.43
HOMO-LUMO gap, eV: 3.779
ΔE to the lowest compared entry with this formula, charge and spin, kJ/mol: 343.5

Atom charges from the Mulliken analysis, given in e for atoms 1 to 6:
1 H -0.273
2 H 0.203
3 S -0.498
4 S -0.237
5 C 0.417
6 C -0.445

---

3.
Here is C3H2NaO2Tl as an isolated structure from the Open Molecules 2025 dataset. Energies are from wB97M-V/def2-TZVPD.

Element x y z (Å)
C1 -0.78733 0.13577 -1.25062
H1 1.42208 0.52543 2.23800
O1 0.04836 1.00478 -0.92645
C2 0.73472 1.22386 0.50540
C3 0.78038 0.26719 1.38227
H2 1.30365 2.12784 0.28687
Tl1 -2.79062 -2.26598 -2.26470
O2 -1.08077 -0.96889 -0.79825
Na1 0.36954 -2.04999 0.82749

Results
Max |F|, eV Å⁻¹: 1.43
2S+1: 2
Net charge: +1
Energy, eV: -16338.473
E_HOMO (spin up / spin down), eV: -11.22 / -11.66
HOMO-LUMO gap (spin up / spin down), eV: 6.346 / 6.718
ΔE to the lowest compared entry with this formula, charge and spin, kJ/mol: 98.4

Atom charges from the Mulliken analysis, given in e for atoms 1 to 6:
1 C 0.437
2 H 0.296
3 O -0.274
4 C -0.190
5 C -0.805
6 H 0.361

---

4.
Here is C3H2NdO3 as an isolated structure from the Open Molecules 2025 dataset. Energies are from wB97M-V/def2-TZVPD.

Element x y z (Å)
O1 -0.13640 0.79454 -2.16573
Nd1 -0.59821 -2.34360 0.41135
O2 2.52025 0.92720 0.55983
C1 -0.94266 -0.20568 -1.96818
H1 -2.33188 0.59674 -0.55790
O3 -2.44264 -1.51656 -0.57722
C2 -1.92294 -0.32226 -1.00979
C3 2.55191 1.75980 -0.21303
H2 -0.85708 -1.08956 -2.65475

Results
Max |F|, eV Å⁻¹: 3.35
2S+1: 5
Energy, eV: -24557.932
E_HOMO (spin up / spin down), eV: -5.69 / -6.04
HOMO-LUMO gap (spin up / spin down), eV: 4.250 / 4.456

Atom charges from the Mulliken analysis, given in e for atoms 1 to 6:
1 O -0.675
2 Nd 1.120
3 O -0.157
4 C -0.063
5 H 0.360
6 O -0.730

---

Q: Which of these has the highest energy?
A: C3H2NaO2Tl